No. 1
The following is a DFT calculation (ωB97M-V/def2-TZVPD) of C26H33FeN4O3 as an isolated structure.

Each line ends with the Löwdin charge.
Geometry (Å):
Fe -0.097 0.162 0.047  0.46
C -2.773 1.361 2.849  -0.20
C -2.251 2.326 1.778  -0.18
C -0.752 2.615 1.888  -0.20
N 0.097 1.947 0.898  0.03
C 1.277 2.468 0.734  -0.20
C 1.821 3.493 1.591  -0.05
C 2.667 4.526 1.288  -0.12
C 3.351 4.803 0.094  -0.16
C 3.503 3.907 -0.942  -0.13
C 3.030 2.608 -1.117  -0.04
C 2.060 1.867 -0.398  -0.23
N 1.635 0.672 -0.711  -0.03
C 1.957 0.107 -2.007  -0.20
C 1.040 0.707 -3.108  -0.14
C -0.174 1.484 -2.580  -0.18
N -0.936 0.713 -1.608  0.00
C -2.168 0.356 -1.796  -0.19
C -3.019 0.815 -2.869  -0.04
C -4.255 0.389 -3.277  -0.13
C -5.054 -0.679 -2.850  -0.15
C -4.773 -1.494 -1.769  -0.14
C -3.783 -1.406 -0.807  -0.05
C -2.704 -0.473 -0.656  -0.23
N -2.003 -0.338 0.439  -0.02
C -2.511 -0.897 1.682  -0.20
C -2.127 -0.023 2.868  -0.19
H -3.859 1.254 2.740  0.11
H -2.603 1.831 3.825  0.10
H -2.783 3.274 1.894  0.10
H -2.473 1.960 0.778  0.09
H -0.408 2.354 2.898  0.12
H -0.591 3.693 1.786  0.11
H 1.430 3.485 2.601  0.09
H 2.822 5.240 2.093  0.09
H 3.864 5.754 0.017  0.08
H 4.142 4.252 -1.752  0.09
H 3.402 2.119 -2.008  0.08
H 1.778 -0.963 -1.953  0.08
H 3.009 0.231 -2.279  0.10
H 0.676 -0.108 -3.741  0.11
H 1.607 1.387 -3.748  0.10
H -0.771 1.793 -3.437  0.09
H 0.174 2.395 -2.085  0.12
H -2.628 1.649 -3.435  0.08
H -4.664 0.959 -4.108  0.09
H -5.957 -0.883 -3.412  0.08
H -5.460 -2.326 -1.626  0.09
H -3.837 -2.155 -0.027  0.08
H -2.121 -1.910 1.849  0.11
H -3.604 -0.976 1.636  0.11
H -1.039 0.060 2.900  0.09
H -2.434 -0.550 3.777  0.11
C 2.107 -3.004 -0.043  -0.01
C 0.684 -2.699 0.399  -0.48
C -0.151 -3.959 0.516  -0.01
O 0.108 -1.834 -0.620  -0.06
C 0.779 -1.947 1.756  -0.61
O 1.036 -2.633 2.748  0.02
O 0.650 -0.688 1.702  -0.05
H 2.104 -3.513 -1.011  0.09
H 2.582 -3.639 0.704  0.09
H 2.678 -2.078 -0.128  0.09
H -0.011 -4.606 -0.354  0.09
H -1.215 -3.716 0.602  0.08
H 0.146 -4.488 1.419  0.09
H -0.796 -2.121 -0.783  0.09

Summary:
Total charge = -1
Energy = -2719.0683 Eh
HOMO (spin up / spin down) = -3.58 / -3.58 eV
LUMO (spin up / spin down) = 2.904 / 2.904 eV
HOMO-LUMO gap (spin up / spin down) = 6.483 / 6.482 eV

=====

No. 2
The following is a DFT calculation (ωB97M-V/def2-TZVPD) of a 2-piece molecular cluster, C4H11N2S overall in a non-equilibrium geometry.

Each line ends with the Löwdin charge.
Geometry (Å):
N 0.416 0.989 -3.270  -0.02
C -0.068 0.218 -2.337  -0.32
C -0.493 1.764 1.218  -0.69
S -0.517 0.383 2.440  0.09
C 0.586 -0.384 -1.154  -0.24
N -0.236 -1.250 -0.380  -0.13
C 0.597 -2.134 0.432  -0.19
H 0.584 1.917 -2.878  0.01
H -0.870 1.313 0.280  -0.04
H -0.999 -0.317 -2.584  0.11
H 0.480 2.121 0.871  0.00
H -1.270 2.507 1.399  -0.02
H 1.575 -0.085 -0.816  0.13
H 0.770 -1.017 -2.122  0.15
H -0.684 -0.648 0.342  -0.01
H 1.518 -1.639 0.777  0.06
H 0.974 -2.998 -0.116  0.06
H 0.080 -2.505 1.306  0.06

Summary:
Total charge = -1
Energy = -666.6133 Eh
HOMO = -2.77 eV
LUMO = 3.853 eV
Energy above the lowest of the compared OMol25 structures with the same formula, charge and spin = 3.626 eV
HOMO-LUMO gap = 6.624 eV

=====

No. 3
The following is a DFT calculation (ωB97M-V/def2-TZVPD) of F12K4N6O24S12 as an isolated structure in a non-equilibrium geometry.

Each line ends with the Löwdin charge.
Geometry (Å):
K -2.417 -4.921 2.361  0.99
K -4.218 0.778 7.432  0.99
K 0.870 7.064 2.379  0.99
K 4.126 0.315 8.902  0.99
N 4.695 -5.408 8.094  -0.31
S 3.469 -6.646 7.603  0.62
O 4.006 -7.969 7.705  -0.29
O 2.629 -6.275 6.461  -0.33
F 2.402 -6.530 8.830  -0.24
S 5.789 -5.800 7.096  0.43
O 5.409 -5.799 5.694  -0.31
O 6.819 -6.688 7.646  -0.31
F 6.453 -4.324 7.212  -0.25
N 4.073 4.042 -4.553  -0.27
S 3.580 5.634 -4.363  0.61
O 2.926 6.027 -3.117  -0.32
O 3.224 6.301 -5.613  -0.30
F 5.132 6.182 -4.091  -0.26
S 2.732 3.469 -4.400  0.42
O 1.802 3.640 -5.545  -0.31
O 2.218 3.220 -3.060  -0.32
F 3.331 1.955 -4.591  -0.25
N -10.763 0.944 -4.382  -0.28
S -9.792 1.799 -3.570  0.48
O -10.462 2.834 -2.790  -0.33
O -8.400 1.969 -4.005  -0.31
F -9.514 0.666 -2.360  -0.28
S -10.759 1.913 -5.741  0.57
O -10.173 1.161 -6.871  -0.31
O -10.579 3.320 -5.619  -0.29
F -12.363 1.852 -6.118  -0.24
N -5.692 -5.607 -6.995  -0.26
S -5.357 -7.042 -7.448  0.42
O -5.214 -8.140 -6.497  -0.32
O -4.681 -7.180 -8.703  -0.32
F -6.817 -7.273 -8.131  -0.26
S -4.289 -5.391 -5.995  0.55
O -2.982 -5.797 -6.480  -0.31
O -4.510 -5.580 -4.570  -0.33
F -4.135 -3.844 -6.127  -0.18
N 9.400 4.629 3.108  -0.24
S 8.657 4.186 4.323  0.40
O 7.202 3.873 4.387  -0.35
O 9.340 4.545 5.569  -0.33
F 9.171 2.647 4.292  -0.25
S 8.702 6.217 3.239  0.59
O 9.367 7.090 4.189  -0.30
O 7.238 6.384 3.102  -0.33
F 9.153 6.827 1.819  -0.21
N -1.569 0.095 3.005  -0.31
S -0.160 0.343 2.710  0.39
O 0.371 1.673 2.870  -0.30
O 0.478 -0.489 1.699  -0.27
F 0.314 -0.478 4.039  -0.26
S -2.180 0.774 1.660  0.59
O -2.385 -0.171 0.566  -0.26
O -1.949 2.183 1.414  -0.27
F -3.716 0.798 2.328  -0.28

Summary:
Total charge = -2
Energy = -10510.3725 Eh
HOMO = -5.11 eV
LUMO = -2.245 eV
Energy above the lowest of the compared OMol25 structures with the same formula, charge and spin = 10.807 eV
HOMO-LUMO gap = 2.864 eV

=====

No. 4
The following is a DFT calculation (ωB97M-V/def2-TZVPD) of a 2-piece molecular cluster, C2HNOS overall in a non-equilibrium geometry.

Each line ends with the Löwdin charge.
Geometry (Å):
C -1.875 -0.707 0.674  -0.59
C 1.395 0.668 -0.057  -0.44
N 1.161 -0.457 -0.374  0.19
O 1.769 1.752 0.079  0.16
S -2.944 -0.118 -0.238  0.66
H 0.494 -1.137 -0.084  0.02

Summary:
Energy = -604.9218 Eh
HOMO = -10.92 eV
LUMO = -0.527 eV
Energy above the lowest of the compared OMol25 structures with the same formula, charge and spin = 1.773 eV
HOMO-LUMO gap = 10.390 eV

=====

No. 5
The following is a DFT calculation (ωB97M-V/def2-TZVPD) of a 3-piece molecular cluster, C3H8N4 overall in a non-equilibrium geometry.

Each line ends with the Löwdin charge.
Geometry (Å):
C -0.769 -0.507 0.493  -0.47
C 0.322 -1.377 -0.286  -0.12
C -0.030 0.773 0.224  -0.39
H -2.248 0.772 -0.223  0.18
H -2.831 -1.358 0.876  0.23
H -0.894 -0.409 1.606  0.13
H 0.023 -1.019 -1.315  0.11
H 0.479 -2.484 -0.557  0.13
H 2.352 -0.868 0.805  0.15
H 1.816 1.298 -0.600  0.18
H -1.413 2.294 -0.497  0.08
N -2.056 -0.680 -0.275  -0.04
N 1.747 -0.709 -0.119  -0.13
N 1.458 0.585 0.205  -0.12
N -0.353 2.009 -0.194  0.07

Summary:
Energy = -337.8238 Eh
HOMO = -8.55 eV
LUMO = -0.190 eV
Energy above the lowest of the compared OMol25 structures with the same formula, charge and spin = 8.979 eV
HOMO-LUMO gap = 8.356 eV

=====

Q: energy of number 4 (C2HNOS)?
A: -604.9218 Eh

=====

Q: energy of number 2 (C4H11N2S)?
A: -666.6133 Eh